# 1
Here is C4H6BiLiO as an isolated structure in a non-equilibrium geometry from OMol25. Energies are from ωB97M-V/def2-TZVPD.

The geometry in XYZ format:
```
13
Properties=species:S:1:pos:R:3:nbo_charge:R:1
C -0.68 -1.05 0.19 -0.287
C -1.74 -0.61 0.88 -0.728
H -2.79 -0.82 0.63 0.199
H -1.54 0.18 1.75 0.068
O 0.39 1.66 1.17 -0.986
C 0.86 0.48 1.78 -0.100
C 0.81 -0.68 0.78 -0.540
Li -1.17 1.50 0.28 0.902
Bi 1.77 2.94 0.23 0.687
H 0.20 0.29 2.64 0.189
H 1.87 0.57 2.24 0.166
H 1.48 -0.65 -0.10 0.206
H 1.22 -1.56 1.32 0.223
```

Calculated values
- E_tot (eV) = -12332.732
- LUMO level (alpha / beta) (eV) = -2.159 / -2.180
- HOMO-LUMO gap (alpha / beta) (eV) = 3.705 / 3.687

# 2
Here is C4H6BiO as an isolated structure in a non-equilibrium geometry from OMol25. Energies are from ωB97M-V/def2-TZVPD.

The geometry in XYZ format:
```
12
Properties=species:S:1:pos:R:3:nbo_charge:R:1
O 0.98 -1.02 -0.41 -0.802
C -0.20 -1.59 -0.42 0.206
C -1.27 -1.19 0.41 -0.507
H -0.47 -2.14 -1.35 0.154
H -1.10 -1.41 1.48 0.219
H -2.28 -1.28 0.00 0.216
Bi 1.63 0.73 0.30 0.922
C -0.80 1.00 0.99 -0.451
C -1.04 1.36 2.26 -0.511
H -1.31 1.61 0.22 0.175
H -0.66 0.78 3.10 0.180
H -1.54 2.31 2.52 0.199
```

Calculated values
- E_tot (eV) = -12126.841
- LUMO level (alpha / beta) (eV) = -0.361 / -1.055
- 2S+1 = 2
- ⟨S²⟩ = 0.787
- HOMO-LUMO gap (alpha / beta) (eV) = 6.373 / 5.783
- ΔE to the lowest compared entry with this formula, charge and spin (eV) = 2.397

# 3
Here is C4H6Br2N2O3 as an isolated structure in a non-equilibrium geometry from OMol25. Energies are from ωB97M-V/def2-TZVPD.

The geometry in XYZ format:
```
17
Properties=species:S:1:pos:R:3:nbo_charge:R:1
C -1.26 -0.05 0.72 -0.250
C -0.61 1.41 1.01 -0.073
C 0.57 0.39 -0.75 0.231
C 1.95 -0.23 -0.19 -0.438
N -0.54 -0.46 -0.40 -0.282
N -0.97 -1.44 -1.20 0.663
O -1.86 -2.08 -0.67 -0.404
O -0.33 -1.64 -2.21 -0.417
O 0.21 1.66 -0.15 -0.512
Br 1.82 -0.89 1.59 0.059
Br 3.34 1.01 -0.49 0.114
H -0.99 -0.58 1.64 0.220
H -2.29 0.12 0.55 0.223
H -1.61 2.04 1.09 0.187
H -0.11 1.55 1.97 0.196
H 0.70 0.42 -1.79 0.230
H 2.00 -1.24 -0.70 0.253
```

Calculated values
- E_tot (eV) = -153448.139
- LUMO level (eV) = 0.308
- HOMO-LUMO gap (eV) = 10.538
- ΔE to the lowest compared entry with this formula, charge and spin (eV) = 0.366

# 4
Here is an isolated molecule of C4H6Br2O in a non-equilibrium geometry from OMol25. Energies are from ωB97M-V/def2-TZVPD.

The geometry in XYZ format:
```
13
Properties=species:S:1:pos:R:3:nbo_charge:R:1
C -0.62 -0.67 -0.01 0.206
C 0.34 0.52 0.06 0.242
C -0.15 -2.05 0.05 -0.735
C 0.12 1.98 -0.37 -0.655
O -0.05 0.25 1.38 -0.555
Br -2.47 0.00 -0.16 0.083
Br 2.30 -0.14 -0.16 -0.097
H -0.80 -2.86 -0.20 0.254
H 0.09 -2.07 1.14 0.286
H 0.81 -2.07 -0.47 0.266
H 0.83 2.59 0.16 0.239
H -0.78 2.38 -0.06 0.240
H 0.37 2.12 -1.36 0.226
```

Calculated values
- E_tot (eV) = -146375.291
- LUMO level (eV) = 0.274
- SMILES = C[C@@]1(Br)O[C@@]1(C)Br
- HOMO-LUMO gap (eV) = 10.259
- ΔE to the lowest compared entry with this formula, charge and spin (eV) = 2.269

# 5
Here is C4H6Br2O as an isolated structure in a non-equilibrium geometry from OMol25. Energies are from ωB97M-V/def2-TZVPD.

The geometry in XYZ format:
```
13
Properties=species:S:1:pos:R:3:nbo_charge:R:1
C -1.62 0.61 -0.09 -0.090
C -0.92 -0.64 -0.05 -0.149
C 0.49 -0.59 0.30 0.109
C 1.45 0.42 -0.37 -0.718
O -1.40 -0.14 -1.35 -0.455
Br 1.14 -0.03 2.34 -0.069
Br 1.32 -2.53 0.32 -0.012
H -2.62 0.32 0.03 0.208
H -1.16 1.69 -0.06 0.218
H -1.64 -1.14 0.58 0.229
H 1.30 1.36 0.18 0.239
H 1.21 0.69 -1.38 0.233
H 2.45 -0.02 -0.48 0.257
```

Calculated values
- E_tot (eV) = -146374.001
- LUMO level (eV) = -0.693
- HOMO-LUMO gap (eV) = 9.155
- ΔE to the lowest compared entry with this formula, charge and spin (eV) = 3.559

# 6
Here is C4H6Br6O4S as an isolated structure in a non-equilibrium geometry from OMol25. Energies are from ωB97M-V/def2-TZVPD.

The geometry in XYZ format:
```
21
Properties=species:S:1:pos:R:3:nbo_charge:R:1
C -2.32 4.23 -1.53 -0.485
Br -3.41 4.88 -0.03 0.512
Br -0.57 5.20 -1.41 0.382
Br -3.31 4.74 -3.19 0.289
H -2.11 3.16 -1.43 0.269
C -0.70 -0.37 -2.41 -0.444
Br -0.18 1.45 -1.96 0.078
Br -2.18 -1.15 -1.29 0.082
Br 0.82 -1.62 -2.13 0.091
H -1.00 -0.38 -3.45 0.230
C 1.08 -2.96 1.61 -0.089
C 2.43 -2.24 1.60 -0.104
O 2.16 -0.84 1.36 -0.694
S 0.59 -0.43 1.79 2.490
O 0.09 0.54 0.81 -0.880
O 0.59 -0.24 3.25 -0.860
O 0.13 -1.90 1.45 -0.702
H 0.89 -3.45 2.57 0.207
H 1.06 -3.71 0.82 0.210
H 3.16 -2.67 0.91 0.216
H 2.78 -2.23 2.64 0.201
```

Calculated values
- E_tot (eV) = -443512.550
- LUMO level (alpha / beta) (eV) = -5.239 / -10.112
- 2S+1 = 2
- ⟨S²⟩ = 0.756
- HOMO-LUMO gap (alpha / beta) (eV) = 7.446 / 2.571
- charge = +1

# 7
Here is a 2-piece molecular cluster, C4H6BrCl3 overall in a non-equilibrium geometry from OMol25. Energies are from ωB97M-V/def2-TZVPD.

The geometry in XYZ format:
```
14
Properties=species:S:1:pos:R:3:nbo_charge:R:1
C -0.91 0.81 -0.82 -0.391
C -2.63 -0.49 0.41 -0.699
C -1.22 -0.33 -0.19 -0.016
C 3.02 0.12 0.19 -0.267
Cl 2.70 1.87 0.17 -0.007
Cl 4.27 -0.20 1.44 0.002
Cl 3.59 -0.38 -1.43 0.024
Br -0.12 -1.96 -0.03 0.016
H 2.06 -0.27 0.51 0.242
H -1.87 1.38 -0.83 0.194
H 0.09 1.07 -1.26 0.214
H -2.61 -0.20 1.50 0.232
H -2.97 -1.57 0.39 0.239
H -3.43 0.12 -0.05 0.216
```

Calculated values
- E_tot (eV) = -111849.513
- LUMO level (alpha / beta) (eV) = 0.566 / -2.617
- 2S+1 = 3
- ⟨S²⟩ = 2.008
- HOMO-LUMO gap (alpha / beta) (eV) = 6.336 / 8.199

# 8
Here is an isolated molecule of C4H6BrFS in a non-equilibrium geometry from OMol25. Energies are from ωB97M-V/def2-TZVPD.

The geometry in XYZ format:
```
13
Properties=species:S:1:pos:R:3:nbo_charge:R:1
C 2.46 0.39 0.86 -0.363
C 1.53 0.73 -0.01 -0.209
C 0.34 -0.11 -0.32 -0.688
C -2.38 -0.48 -0.33 -0.174
F -2.28 -1.63 0.38 -0.348
S -1.18 0.76 0.23 0.535
Br -4.18 0.23 -0.13 -0.010
H 3.31 1.03 1.06 0.206
H 2.41 -0.54 1.40 0.192
H 1.58 1.67 -0.55 0.208
H 0.38 -1.07 0.20 0.245
H 0.24 -0.26 -1.40 0.236
H -2.23 -0.73 -1.39 0.171
```

Calculated values
- E_tot (eV) = -87834.421
- LUMO level (alpha / beta) (eV) = 0.747 / -3.053
- 2S+1 = 3
- ⟨S²⟩ = 2.004
- HOMO-LUMO gap (alpha / beta) (eV) = 5.129 / 7.056

# 9
Here is C4H6BrN as an isolated structure in a non-equilibrium geometry from OMol25. Energies are from ωB97M-V/def2-TZVPD.

The geometry in XYZ format:
```
12
Properties=species:S:1:pos:R:3:lowdin_spin:R:1
C 0.39 -0.78 0.34 0.062
C -0.41 0.38 0.49 0.542
C 0.99 -1.77 -0.56 -0.008
C -0.30 1.84 0.33 0.084
N -0.14 -0.49 1.51 0.364
Br -2.63 0.00 -0.56 0.925
H 1.15 -1.29 -1.46 0.000
H 0.20 -2.56 -0.75 -0.003
H 1.83 -2.24 -0.29 0.000
H -1.23 2.32 0.85 0.011
H -0.36 2.23 -0.71 0.000
H 0.49 2.36 0.81 0.023
```

Calculated values
- E_tot (eV) = -75771.610
- LUMO level (alpha / beta) (eV) = 0.506 / -3.285
- 2S+1 = 3
- ⟨S²⟩ = 2.014
- HOMO-LUMO gap (alpha / beta) (eV) = 6.581 / 6.662
- ΔE to the lowest compared entry with this formula, charge and spin (eV) = 1.554

# 10
Here is a 2-piece molecular cluster, C4H6BrN2 overall in a non-equilibrium geometry from OMol25. Energies are from ωB97M-V/def2-TZVPD.

The geometry in XYZ format:
```
13
Properties=species:S:1:pos:R:3:nbo_charge:R:1
C -2.26 1.54 -0.02 -0.287
C 1.75 -2.44 0.34 -0.085
C -0.92 1.65 -0.02 -0.063
C 0.92 0.05 -0.43 0.294
N 0.68 -2.03 -0.20 -0.238
N -0.31 0.43 -0.43 -0.526
Br 2.53 0.94 -0.21 0.287
H -2.72 2.38 0.31 0.221
H -2.81 0.60 -0.02 0.226
H 1.84 -3.47 0.57 0.250
H 2.52 -1.71 0.45 0.210
H -0.31 2.45 0.31 0.247
H -0.90 -0.38 -0.65 0.465
```

Calculated values
- E_tot (eV) = -77256.191
- LUMO level (alpha / beta) (eV) = -5.437 / -5.438
- HOMO-LUMO gap (alpha / beta) (eV) = 8.904 / 8.903
- ΔE to the lowest compared entry with this formula, charge and spin (eV) = 4.715
- charge = +1

# 11
Here is C4H6BrN2 as an isolated structure in a non-equilibrium geometry from OMol25. Energies are from ωB97M-V/def2-TZVPD.

The geometry in XYZ format:
```
13
Properties=species:S:1:pos:R:3:nbo_charge:R:1
C -0.30 -2.44 1.50 -0.409
C 0.08 2.43 -2.08 0.118
C 0.44 -1.36 1.53 0.090
C -0.29 0.77 -0.25 0.371
N -0.04 1.42 -1.37 -0.416
N 0.57 -0.20 -0.04 -0.607
Br -1.96 0.86 0.58 0.230
H -0.48 -2.90 2.49 0.271
H -0.97 -2.94 0.83 0.265
H 0.35 3.40 -1.79 0.208
H -0.02 2.08 -3.10 0.214
H 1.13 -0.95 2.24 0.237
H 1.50 -0.17 -0.52 0.429
```

Calculated values
- E_tot (eV) = -77256.914
- LUMO level (eV) = -4.521
- HOMO-LUMO gap (eV) = 9.781
- ΔE to the lowest compared entry with this formula, charge and spin (eV) = 3.992
- charge = +1

# 12
Here is an isolated molecule of C4H6BrNO in a non-equilibrium geometry from OMol25. Energies are from ωB97M-V/def2-TZVPD.

The geometry in XYZ format:
```
13
Properties=species:S:1:pos:R:3:nbo_charge:R:1
C 0.24 -2.03 0.77 0.401
C -0.07 -0.83 -1.05 -0.127
C -0.79 -0.23 0.17 0.077
C -0.15 1.05 0.61 -0.629
N -0.49 -1.13 1.24 -0.509
O 0.41 -2.08 -0.56 -0.483
Br -2.75 -0.03 -0.08 -0.017
H 0.75 -2.88 1.44 0.209
H -0.66 -0.92 -2.05 0.216
H 0.69 -0.18 -1.36 0.189
H -0.66 1.34 1.58 0.239
H -0.33 1.81 -0.07 0.213
H 0.99 0.90 0.80 0.222
```

Calculated values
- E_tot (eV) = -77824.303
- LUMO level (eV) = 0.769
- SMILES = C[C@@]1(Br)COC=N1
- HOMO-LUMO gap (eV) = 10.810
- ΔE to the lowest compared entry with this formula, charge and spin (eV) = 0.521

# 13
Here is an isolated molecule of C4H6BrNO2 in a non-equilibrium geometry from OMol25. Energies are from ωB97M-V/def2-TZVPD.

The geometry in XYZ format:
```
14
Properties=species:S:1:pos:R:3:nbo_charge:R:1
C -1.09 0.56 -0.48 -0.153
C 0.15 0.75 0.43 -0.500
C -2.34 0.99 -0.25 -0.400
C 1.48 0.03 0.14 0.047
N 1.57 -1.25 0.02 0.335
O 0.36 -1.94 0.15 -0.550
O 2.57 -1.94 -0.17 -0.492
Br 3.07 1.00 -0.01 0.126
H -0.87 0.06 -1.41 0.200
H 0.58 -2.88 0.02 0.500
H 0.38 1.82 0.43 0.247
H -0.15 0.49 1.45 0.241
H -2.61 1.49 0.66 0.192
H -3.10 0.83 -0.98 0.207
```

Calculated values
- E_tot (eV) = -79868.530
- LUMO level (eV) = 0.746
- SMILES = C=CC/C(Br)=[N+](/[O-])O
- HOMO-LUMO gap (eV) = 9.660
- ΔE to the lowest compared entry with this formula, charge and spin (eV) = 4.413

# 14
Here is a 2-piece molecular cluster, C4H6BrNO2 overall in a non-equilibrium geometry from OMol25. Energies are from ωB97M-V/def2-TZVPD.

The geometry in XYZ format:
```
14
Properties=species:S:1:pos:R:3:nbo_charge:R:1
C 0.02 1.98 -0.12 0.168
C 0.40 -1.33 -0.87 -0.143
C -0.24 1.13 0.97 0.033
C -0.86 -0.78 -0.26 -0.272
N 0.35 2.63 -1.03 -0.279
O 1.24 -0.42 -1.58 -0.686
O 0.84 0.76 1.72 -0.673
Br -1.75 -1.94 0.95 0.060
H -0.09 -2.02 -1.73 0.192
H 0.93 -1.96 -0.23 0.183
H -1.25 1.18 1.35 0.228
H -1.60 -0.41 -1.01 0.213
H 1.39 0.32 -0.87 0.474
H 0.61 0.85 2.71 0.502
```

Calculated values
- E_tot (eV) = -79868.827
- LUMO level (alpha / beta) (eV) = -0.526 / -0.526
- HOMO-LUMO gap (alpha / beta) (eV) = 8.211 / 8.210
- ΔE to the lowest compared entry with this formula, charge and spin (eV) = 4.117

# 15
Here is C4H6BrNOS as an isolated structure in a non-equilibrium geometry from OMol25. Energies are from ωB97M-V/def2-TZVPD.

The geometry in XYZ format:
```
14
Properties=species:S:1:pos:R:3:nbo_charge:R:1
C -0.53 -1.79 -0.65 0.005
C -0.78 -0.33 -0.60 -0.375
C 0.31 0.61 -0.15 0.425
C 0.27 1.35 1.15 -0.721
N 0.45 -2.34 -0.07 -0.554
O 1.07 0.84 -1.24 -0.683
S 1.51 -1.54 0.67 0.193
Br -2.51 -0.09 0.31 -0.009
H -1.24 -2.29 -1.27 0.194
H -1.08 0.00 -1.62 0.264
H 1.25 1.54 1.72 0.253
H -0.25 0.62 1.77 0.263
H -0.47 2.19 1.07 0.234
H 2.00 1.22 -1.08 0.509
```

Calculated values
- E_tot (eV) = -88657.572
- LUMO level (alpha / beta) (eV) = -0.263 / -0.264
- HOMO-LUMO gap (alpha / beta) (eV) = 7.684 / 7.682
- ΔE to the lowest compared entry with this formula, charge and spin (eV) = 1.694

# 16
Here is C4H6BrNS as an isolated structure in a non-equilibrium geometry from OMol25. Energies are from ωB97M-V/def2-TZVPD.

The geometry in XYZ format:
```
13
Properties=species:S:1:pos:R:3:nbo_charge:R:1
C 0.60 0.23 -1.37 0.198
C 1.06 1.60 -0.81 -0.636
C -0.66 -0.37 0.43 0.181
C -0.61 -1.50 1.44 -0.711
N -0.17 -0.63 -0.83 -0.485
S 0.57 1.53 0.91 0.017
Br -2.53 0.16 0.08 0.012
H 0.90 0.05 -2.37 0.185
H 2.14 1.83 -1.02 0.252
H 0.38 2.24 -1.34 0.238
H -1.62 -1.58 1.95 0.250
H 0.20 -1.20 2.14 0.248
H -0.25 -2.37 0.80 0.249
```

Calculated values
- E_tot (eV) = -86611.283
- LUMO level (eV) = 0.135
- HOMO-LUMO gap (eV) = 8.896
- ΔE to the lowest compared entry with this formula, charge and spin (eV) = 1.750

# 17
Here is C4H6CaO2 as an isolated structure in a non-equilibrium geometry from OMol25. Energies are from ωB97M-V/def2-TZVPD.

The geometry in XYZ format:
```
13
Properties=species:S:1:pos:R:3:nbo_charge:R:1
O 2.43 0.27 0.49 -1.054
C 1.75 -0.63 -0.34 -0.106
C 0.28 -0.29 -0.57 -0.478
O -0.59 -0.92 0.40 -0.560
C -1.60 -0.11 0.86 0.107
C -1.61 1.15 0.35 -0.860
Ca 1.22 1.71 0.88 1.725
H 1.80 -1.65 0.09 0.156
H 2.23 -0.67 -1.34 0.155
H -0.01 -0.62 -1.58 0.202
H -2.52 -0.70 0.96 0.198
H -2.42 1.78 0.74 0.187
H -0.95 0.67 -0.94 0.327
```

Calculated values
- E_tot (eV) = -26772.802
- LUMO level (eV) = -1.107
- HOMO-LUMO gap (eV) = 5.206
- ΔE to the lowest compared entry with this formula, charge and spin (eV) = 1.145

# 18
Here is an isolated molecule of C4H6Cl2 in a non-equilibrium geometry from OMol25. Energies are from ωB97M-V/def2-TZVPD.

The geometry in XYZ format:
```
12
Properties=species:S:1:pos:R:3:nbo_charge:R:1
C 1.25 -0.12 0.26 -0.176
C -0.15 -0.06 0.96 -0.491
C -1.22 0.32 0.00 -0.190
C -1.07 0.15 -1.32 -0.392
H 1.55 0.67 -0.45 0.234
H -0.34 -1.12 1.35 0.249
H -0.17 0.74 1.75 0.247
H -2.19 0.61 0.40 0.212
H -1.80 0.49 -2.08 0.209
H -0.08 -0.11 -1.71 0.192
Cl 1.63 -1.67 -0.63 -0.048
Cl 2.56 0.11 1.47 -0.045
```

Calculated values
- E_tot (eV) = -29289.144
- LUMO level (eV) = 0.960
- SMILES = C=CCC(Cl)Cl
- HOMO-LUMO gap (eV) = 11.009
- ΔE to the lowest compared entry with this formula, charge and spin (eV) = 0.707